Entry 1:
Below is CH4BrP as an isolated structure, with properties calculated with the ωB97M-V functional and the def2-TZVPD basis.

The frontier orbital gap (spin up / spin down) is 6.457 / 8.263 eV.

The geometry in ORCA input format:
```
! wB97M-V def2-TZVPD RIJCOSX def2/J DEFGRID3
* xyz 0 1
C 0.40 -0.97 -1.24
P -1.34 1.72 1.70
Br -0.51 -0.24 1.00
H -0.06 -0.13 -1.75
H 0.30 -2.06 -1.25
H 1.31 -0.62 -0.74
H -0.11 2.30 2.28
*
```

How is the electron density shared among the atoms? According to Mulliken, the charges in e are: C -1.02; P -0.05; Br 0.01; H 0.35; H 0.37; H 0.29; H 0.06

Entry 2:
Below is a 2-piece molecular cluster, C3H11NOS overall, with properties calculated with the ωB97M-V functional and the def2-TZVPD basis.

The frontier orbital gap is 9.883 eV.

The geometry in ORCA input format:
```
! wB97M-V def2-TZVPD RIJCOSX def2/J DEFGRID3
* xyz 0 1
C -0.92 1.70 -0.21
C -0.39 0.34 0.17
N 1.02 0.31 0.61
C -0.60 -0.43 -1.22
S 0.29 -2.05 -1.25
H -0.50 2.00 -1.32
H -1.97 1.84 -0.30
H -0.65 2.43 0.45
H -0.97 -0.07 0.94
H 1.75 0.44 -0.06
H 1.22 -0.53 1.19
H -0.12 0.27 -1.93
H -1.55 -0.77 -1.51
H -0.08 -2.47 -2.48
O 0.30 1.83 2.92
H 0.84 1.32 2.31
H -0.59 1.85 2.59
*
```

How is the electron density shared among the atoms? According to Mulliken, the charges in e are: C -1.33; C 0.07; N -0.61; C -0.81; S -0.25; H 0.26; H 0.37; H 0.47; H 0.40; H 0.19; H 0.32; H 0.37; H 0.40; H 0.12; O -0.67; H 0.42; H 0.28

Entry 3:
Below is a 17-piece molecular cluster, C38H50Cl48IN3O2 overall, with properties calculated with the ωB97M-V functional and the def2-TZVPD basis.

The frontier orbital gap is 9.140 eV.

The geometry in ORCA input format:
```
! wB97M-V def2-TZVPD RIJCOSX def2/J DEFGRID3
* xyz 0 1
C -3.22 -1.83 2.93
C -3.41 -1.69 1.45
C -4.48 -2.14 0.78
C -4.56 -1.95 -0.56
C -3.60 -1.35 -1.27
C -3.75 -1.18 -2.77
C -2.89 -2.14 -3.58
C -5.20 -1.26 -3.23
C -2.50 -0.91 -0.60
O -1.42 -0.31 -1.22
C -1.55 1.10 -1.32
C -0.24 1.92 -1.25
N -0.21 2.42 0.14
C 0.35 1.45 0.95
O 0.00 1.30 2.11
C 1.39 0.63 0.16
C 1.12 -0.87 0.39
C 1.82 -1.82 -0.55
N 1.27 -2.87 -0.98
C 2.87 0.85 0.61
C 3.05 1.75 1.83
C 2.70 1.09 3.16
I 2.16 2.66 4.52
C 1.15 1.25 -1.22
C 1.73 0.61 -2.49
C 0.86 -0.35 -3.26
N 1.72 -0.99 -4.28
C -2.44 -1.08 0.73
H -2.17 -2.08 3.10
H -3.40 -0.87 3.40
H -3.80 -2.63 3.36
H -5.27 -2.65 1.30
H -5.45 -2.33 -1.02
H -3.43 -0.17 -3.03
H -2.91 -1.80 -4.62
H -3.27 -3.15 -3.54
H -1.85 -2.07 -3.27
H -5.22 -1.14 -4.31
H -5.76 -0.48 -2.72
H -5.65 -2.22 -3.00
H -2.06 1.33 -2.26
H -2.25 1.42 -0.55
H -0.19 2.70 -2.00
H -1.07 2.80 0.50
H 1.49 -1.10 1.39
H 0.07 -1.14 0.44
H 2.83 -1.63 -0.89
H 0.32 -2.98 -0.62
H 3.34 -0.10 0.85
H 3.42 1.24 -0.25
H 4.11 1.98 1.89
H 2.54 2.71 1.70
H 1.88 0.39 3.07
H 3.53 0.53 3.56
H 1.77 2.15 -1.14
H 2.64 0.09 -2.19
H 2.01 1.41 -3.17
H 0.50 -1.15 -2.61
H 0.03 0.15 -3.75
H 2.59 -1.30 -3.85
H 1.27 -1.83 -4.59
H -1.56 -0.73 1.26
C -6.68 -1.22 -7.59
Cl -5.40 -2.22 -6.90
Cl -7.53 -0.33 -6.33
Cl -6.02 -0.12 -8.80
H -7.39 -1.87 -8.08
C -7.77 3.88 -8.28
Cl -6.05 3.70 -7.96
Cl -8.03 5.09 -9.54
Cl -8.50 2.34 -8.74
H -8.25 4.23 -7.38
C 0.94 -0.11 7.23
Cl 1.03 -1.62 6.31
Cl -0.16 -0.29 8.59
Cl 2.54 0.37 7.78
H 0.56 0.67 6.58
C 5.88 1.77 8.78
Cl 6.81 2.69 7.60
Cl 6.70 0.26 9.19
Cl 5.58 2.73 10.23
H 4.92 1.52 8.34
C 1.08 -5.12 7.47
Cl -0.60 -5.02 8.03
Cl 1.97 -6.34 8.38
Cl 1.13 -5.47 5.74
H 1.54 -4.16 7.64
C -0.32 -3.88 -7.03
Cl 0.47 -2.70 -8.07
Cl -0.55 -3.21 -5.42
Cl -1.85 -4.42 -7.73
H 0.34 -4.74 -6.94
C -0.48 -6.25 2.09
Cl -1.40 -4.79 1.76
Cl 1.22 -5.86 2.37
Cl -1.16 -7.13 3.46
H -0.53 -6.89 1.22
C -11.76 3.75 -6.14
Cl -10.07 3.80 -5.64
Cl -11.89 3.79 -7.90
Cl -12.56 2.33 -5.49
H -12.25 4.63 -5.75
C 10.41 -0.68 9.06
Cl 11.48 0.60 8.47
Cl 10.42 -2.06 7.96
Cl 10.87 -1.18 10.69
H 9.41 -0.29 9.10
C 4.80 -3.74 -1.34
Cl 6.44 -4.28 -1.69
Cl 4.83 -2.26 -0.37
Cl 3.89 -3.49 -2.83
H 4.30 -4.51 -0.77
C 6.63 -1.58 -4.37
Cl 5.32 -1.34 -5.53
Cl 8.16 -1.87 -5.20
Cl 6.76 -0.19 -3.29
H 6.39 -2.45 -3.77
C -3.35 6.91 -8.47
Cl -2.67 8.11 -9.56
Cl -3.53 7.57 -6.84
Cl -4.89 6.31 -9.08
H -2.66 6.07 -8.41
C -6.16 9.53 -10.04
Cl -5.38 10.71 -11.08
Cl -6.31 10.15 -8.40
Cl -7.73 9.06 -10.69
H -5.53 8.64 -10.01
C 3.76 -5.14 -7.59
Cl 4.57 -3.93 -8.58
Cl 3.30 -4.46 -6.02
Cl 2.32 -5.75 -8.41
H 4.44 -5.96 -7.43
C 6.07 3.71 14.27
Cl 7.52 2.78 14.65
Cl 4.65 2.96 14.99
Cl 6.24 5.38 14.82
H 5.95 3.72 13.20
C 4.48 1.81 19.18
Cl 5.24 2.95 18.07
Cl 4.22 2.55 20.76
Cl 2.95 1.23 18.51
H 5.14 0.97 19.30
*
```

Mulliken atomic charge list, values in e, 99 entries: C -1.57; C 0.14; C -1.45; C -0.22; C 0.17; C 1.87; C -1.07; C -2.00; C -0.54; O 0.95; C -1.62; C 0.55; N -0.27; C -1.51; O -0.53; C 3.29; C 0.17; C 0.49; N -0.62; C -0.67; C -1.47; C -0.88; I -0.07; C -1.52; C -2.21; C 0.78; N -0.50; C 0.18; H 0.37; H 0.38; H 0.37; H 0.43; H 0.28; H -0.13; H 0.56; H 0.36; H -0.17; H 0.28; H 0.43; H 0.36; H 0.31; H 0.61; H 0.61; H 0.43; H 0.63; H -0.92; H -0.70; H 0.22; H 0.18; H 0.56; H 0.51; H 0.75; H 0.25; H 0.65; H 0.85; H 0.32; H 0.66; H -0.14; H 0.46; H 0.01; H 0.11; H 0.33; C -0.04; Cl -0.08; Cl -0.11; Cl -0.11; H 0.32; C 0.44; Cl -0.15; Cl -0.14; Cl -0.09; H -0.08; C 0.06; Cl -0.07; Cl -0.13; Cl -0.10; H 0.17; C 0.59; Cl -0.13; Cl -0.13; Cl -0.09; H -0.22; C 0.13; Cl -0.13; Cl -0.14; Cl -0.04; H 0.16; C 0.11; Cl -0.10; Cl -0.03; Cl -0.14; H 0.08; C -0.12; Cl -0.02; Cl -0.11; Cl -0.11; H 0.35; C 0.05; Cl -0.12